1.
106
Properties=species:S:1:pos:R:3 method="wB97M-V/def2-TZVPD" homo_energy_ha="-0.27981 / -0.28099" multiplicity=4 homo_lumo_gap_ev="7.44 / 7.96" charge=0 relative_energy_kj_mol=211.8 molar_mass_g_mol=643.9
H 24.392 5.632 -12.521
C 29.305 3.017 -5.810
H 27.266 5.732 -6.724
H 26.930 11.387 -8.056
C 29.911 1.752 -10.620
H 28.383 10.875 -7.277
H 31.976 3.929 -9.122
H 32.591 13.716 -12.173
H 29.925 9.572 -4.248
C 32.923 7.232 -12.414
H 31.298 11.308 -4.773
N 26.920 4.151 -10.941
C 28.009 4.947 -6.868
H 29.786 3.659 -9.564
C 33.871 5.635 -5.298
H 30.452 11.491 -6.394
H 28.472 11.464 -8.974
H 26.953 8.787 -6.951
H 30.411 3.675 -11.204
C 26.521 6.805 -11.184
H 38.359 12.778 -7.310
H 33.582 10.865 -12.233
H 28.668 4.968 -4.872
H 29.784 8.090 -5.192
H 33.255 7.160 -13.450
H 35.904 10.044 -5.989
C 27.688 9.472 -8.843
C 27.887 10.902 -8.247
C 32.849 6.442 -4.655
H 33.082 7.500 -4.536
H 27.456 4.306 -7.555
N 29.989 6.241 -7.944
H 28.978 1.907 -11.162
H 27.408 7.424 -11.052
H 32.605 2.768 -10.355
H 36.702 12.344 -7.775
N 33.019 7.106 -8.618
Cr 30.845 8.049 -9.030
H 38.249 10.267 -7.921
C 35.435 10.030 -7.997
H 33.376 6.358 -11.947
C 30.441 3.133 -10.259
H 31.959 12.241 -12.849
C 28.283 4.237 -5.584
H 30.948 6.459 -12.783
C 24.418 6.720 -12.466
H 27.316 3.985 -5.147
C 29.138 5.665 -7.451
C 26.671 8.721 -8.002
O 30.857 7.300 -10.943
H 38.349 10.338 -6.141
H 27.122 9.543 -9.771
H 31.961 6.338 -5.278
C 26.783 5.340 -11.046
H 25.794 8.424 -12.450
N 34.715 10.266 -8.842
H 23.712 7.017 -11.690
C 37.741 10.586 -7.011
H 32.134 11.547 -6.266
C 31.612 12.515 -10.735
C 36.437 9.861 -6.922
O 31.368 8.875 -7.165
C 25.831 7.336 -12.487
O 28.878 8.741 -9.071
H 35.147 7.083 -6.268
C 31.270 11.044 -5.830
H 34.663 5.368 -4.598
C 33.845 11.906 -12.044
C 32.513 12.642 -12.001
C 31.159 9.486 -5.900
H 31.827 9.035 -5.167
C 30.870 1.105 -11.567
C 34.513 6.259 -6.596
H 34.294 12.024 -11.058
H 35.129 5.457 -7.001
C 31.418 7.286 -12.251
H 33.437 8.098 -11.999
H 26.393 7.059 -13.379
H 37.265 12.529 -6.054
C 31.832 2.967 -9.613
C 33.711 6.705 -7.706
H 26.041 7.089 -10.248
C 31.619 11.106 -10.239
C 37.498 12.162 -7.053
H 31.880 2.264 -8.781
H 28.866 2.080 -6.152
H 29.703 2.905 -4.801
N 31.629 0.568 -12.279
H 32.537 6.029 -3.696
C 29.898 9.171 -5.261
H 29.078 9.539 -5.878
H 30.559 12.695 -10.951
H 25.660 9.119 -8.086
C 30.720 8.369 -13.064
H 30.843 8.105 -14.115
H 31.963 13.095 -9.881
H 36.679 8.799 -6.960
H 33.427 4.678 -5.569
H 29.718 1.106 -9.763
H 34.405 12.184 -12.936
N 31.594 10.037 -9.840
H 30.173 3.385 -6.357
H 26.533 7.665 -8.238
H 31.011 9.416 -12.971
H 23.815 7.017 -13.324
H 29.635 8.270 -13.018

***

2.
12
Properties=species:S:1:pos:R:3 method="wB97M-V/def2-TZVPD" homo_energy_ha=-0.10050 multiplicity=1 homo_lumo_gap_ev=6.78 charge=-1 relative_energy_kj_mol=211.1 smiles="N[C@@H](C=O)C[S-]" molar_mass_g_mol=104.2
C 0.521 0.136 0.233
H -1.061 1.566 0.294
H -0.069 -1.271 1.673
O 1.879 -0.777 -1.499
S -2.040 -0.239 -1.022
H -0.797 0.062 1.838
C 0.885 -0.915 -0.815
C -0.637 0.918 -0.501
N 0.139 -0.248 1.577
H 1.302 0.799 0.255
H -0.037 -1.646 -0.774
H -0.086 1.614 -1.259

***

3.
114
Properties=species:S:1:pos:R:3 method="wB97M-V/def2-TZVPD" homo_energy_ha=-0.33183 multiplicity=1 homo_lumo_gap_ev=9.00 charge=0 smiles="C#C[C@@]1([C@H](C)CCC)NC(=O)[C@@H](C)[C@]1(P(O)Cl)P(=N)(O)O.O=C1CCCO1.O=C1CCCO1.O=C1CCCO1.O=C1CCCO1.O=C1CCCO1.O=C1CCCO1" molar_mass_g_mol=871.3
O -2.496 -1.051 7.090
H -3.308 0.510 -1.323
C -1.524 -2.005 7.048
H 3.414 -0.449 -2.314
O -2.935 1.638 1.138
H -2.689 1.109 -7.150
N -0.971 0.325 -2.333
C -1.589 6.412 6.283
C -3.934 -5.570 -3.775
C -3.175 -5.702 -5.079
H 6.824 -4.899 0.284
H -2.668 -1.042 2.097
H 6.305 -6.366 2.165
C -0.629 5.899 -2.882
H 0.720 6.705 4.633
H 0.220 5.200 6.483
H -2.202 -6.172 -4.941
C 5.523 -0.528 -1.005
C -0.486 -1.182 -6.246
H 1.240 -0.976 -1.643
H -0.281 1.531 -7.080
O -1.162 -2.153 -1.473
H -0.167 0.396 7.622
H 6.211 -6.343 -0.585
O -0.071 5.922 -3.942
C -0.117 6.020 4.478
C -1.994 0.167 6.524
H -5.734 -4.585 -4.498
H -3.301 0.926 1.702
H -2.445 -0.362 -8.097
H 5.011 -4.321 2.512
C -2.031 0.250 -7.291
C 4.520 -5.120 1.950
O -3.129 -0.403 -1.000
C -0.250 -1.424 6.486
H 0.139 5.262 3.739
C -4.785 -4.338 -4.018
H 3.292 -2.307 -0.976
H -3.234 -5.378 -2.957
H 0.034 0.670 5.888
O 4.586 -4.326 -1.391
H -0.667 5.226 0.192
H -2.140 -2.755 1.812
H 2.698 1.165 -1.962
C -1.191 5.248 -0.765
O -1.523 7.262 2.954
H -1.575 -1.881 3.281
H 4.975 -7.104 1.267
P -1.233 1.627 1.120
H 1.319 3.981 -0.630
C -1.867 6.679 -2.517
H -2.876 6.626 -0.567
H -0.153 -1.722 5.440
H -1.281 7.384 -0.575
O 3.941 -4.556 0.764
C 1.182 1.798 0.149
O -0.022 -2.117 -5.648
N 1.484 -0.073 1.719
C -0.586 5.398 5.776
H 3.735 -5.556 2.568
C -1.878 6.574 -1.003
H -0.279 1.017 -2.027
H -2.386 1.019 7.081
H -1.857 0.008 -5.135
C 4.777 -4.764 -0.290
C 1.868 -0.613 -0.775
H -2.737 6.194 -2.965
O 0.196 -0.472 -7.186
C -1.859 -0.598 -6.045
H -4.510 -6.460 -3.521
C -0.605 0.636 -7.620
O -0.241 5.113 -1.838
C 5.974 -5.571 0.145
C 1.062 0.222 0.316
H -1.159 -2.272 -2.447
O -2.171 6.985 5.103
H 3.183 -1.743 0.733
C 5.500 -6.164 1.457
H -1.116 7.211 6.862
H -0.186 -2.276 0.870
C 2.567 -1.937 -0.185
H -2.616 -1.384 -5.983
C 4.328 0.430 -0.519
C -1.786 -1.738 2.176
O -4.072 -2.393 -5.265
C -3.935 -3.554 -4.987
H 6.540 -0.089 -0.756
C -0.549 -0.009 0.432
C 0.711 -1.103 2.388
H 4.153 0.173 0.563
H 0.616 -1.750 7.059
H -2.333 0.235 5.486
H -1.092 4.451 5.566
C -1.328 6.811 4.049
H -0.460 0.797 -8.688
H -2.368 5.951 6.890
H 5.387 -1.540 -0.504
O -2.998 -4.358 -5.548
H 1.748 -2.694 -0.045
H 5.523 -0.708 -2.116
P -1.475 -0.554 -1.110
C 1.462 2.875 -0.370
O 0.946 -1.686 3.422
H -3.736 -6.262 -5.832
H 2.490 -0.091 1.890
C 3.065 0.221 -1.463
Cl -0.726 1.825 3.187
H -1.886 4.405 -0.808
C -0.499 -1.294 1.354
H -4.953 -3.777 -3.100
O -1.693 -3.145 7.380
H -1.790 7.713 -2.849
C -0.491 0.067 6.630
H 4.723 1.494 -0.558

***

4.
86
Properties=species:S:1:pos:R:3 method="wB97M-V/def2-TZVPD" homo_energy_ha=-0.41206 multiplicity=1 homo_lumo_gap_ev=8.91 charge=+1 smiles="C#C[C@H]1C[N@H+](CCCCCCOC(C)=O)[C@H](Cc2ccccc2)[C@@](C[C@@H](C)F)(B(O)N(C)C)[C@@H]1C[C@@H](C)I" molar_mass_g_mol=641.4
C 1.011 -0.425 -1.427
H -1.944 -1.304 2.907
H 4.718 -1.040 -2.729
H 2.568 -1.767 -2.394
H -2.066 -3.050 -0.011
C 5.077 -1.820 1.030
H -1.761 2.879 1.699
H 3.097 1.255 -2.722
C 3.731 -2.229 0.876
H 6.551 -0.804 2.279
H 5.105 0.545 -3.495
C 0.249 -1.604 -0.680
C -0.804 2.650 -1.546
H 1.218 -3.424 1.428
C -3.579 4.093 2.158
H -3.246 0.090 -3.252
C -2.264 -0.387 -3.055
H 1.729 -3.202 -0.791
H 3.148 -0.554 -1.128
H -4.139 -0.756 -1.463
C 0.678 -3.052 -1.107
C 2.940 0.228 -3.094
H 0.534 -0.378 3.480
H 1.447 -4.045 -2.853
C -2.837 5.772 -1.105
F 0.477 -2.418 -3.535
H -3.082 6.753 -0.638
H 5.833 -2.063 0.266
H 0.407 -0.203 -2.336
C 1.125 0.942 -0.662
N 0.107 -0.047 1.357
C -1.659 -0.270 3.187
C 4.493 -0.780 3.119
H -1.733 5.775 -1.226
H -1.278 3.394 -2.180
H -1.501 0.250 -3.558
H 3.510 -2.823 -0.021
N -2.003 -0.343 -1.583
C 0.037 1.942 -1.039
C 0.230 -1.466 0.912
H -3.613 0.856 -0.827
H 0.086 -3.773 -0.500
C 2.439 -0.758 -1.967
H 4.787 -0.208 4.015
H -3.713 0.213 2.746
H -1.722 -0.232 4.298
H -1.626 3.864 3.190
C 3.146 -1.182 2.951
C -0.647 -4.445 -2.922
C 1.236 -2.350 1.707
C 5.494 -1.084 2.166
O -3.581 3.595 -0.436
H -1.394 -3.998 -3.598
H -0.752 0.350 0.932
H -2.245 1.969 4.402
H -2.622 0.915 1.552
H 4.335 -0.795 -4.483
C -2.329 3.262 2.572
H -3.909 2.230 3.710
C 2.707 -1.916 1.802
C -0.199 0.114 2.828
H -2.280 -1.410 -3.484
C -3.334 -0.220 -0.916
C 4.394 -0.302 -3.493
H 2.479 -0.901 3.781
H 2.185 0.664 1.321
H -0.233 -5.343 -3.432
O -2.167 -2.679 -0.899
C -2.837 2.065 3.470
H 0.904 1.874 1.250
H -3.901 4.624 3.082
H -3.377 5.659 -2.057
C -3.269 4.701 -0.068
H -4.436 3.468 1.850
B -1.339 -1.548 -1.086
I 1.757 0.226 -4.886
H -1.058 -4.809 -1.963
H -0.759 -1.908 1.194
C -2.730 0.728 2.647
H -3.321 -0.649 0.112
H 0.865 -2.380 2.761
H -0.113 1.205 3.036
O -3.223 5.122 1.224
H 2.063 1.467 -0.949
C 1.189 0.858 0.892
C 0.539 -3.453 -2.592

***

5.
44
Properties=species:S:1:pos:R:3 method="wB97M-V/def2-TZVPD" homo_energy_ha=-0.29046 multiplicity=1 homo_lumo_gap_ev=8.50 charge=0 relative_energy_kj_mol=0.0 smiles="O=C(CN1CCCc2ccccc21)NCCc1ccc(F)cc1" molar_mass_g_mol=312.4
C -0.764 1.687 4.778
H -3.223 1.477 0.766
C 3.041 -0.623 -5.249
H 0.214 2.440 3.016
C 1.664 -0.570 -5.367
C 2.937 0.303 -3.061
C 0.731 0.880 -2.000
C -1.039 -2.410 3.559
C -0.873 0.253 4.333
N -0.662 0.148 -0.103
H -1.893 2.951 1.793
H -1.859 -1.695 1.738
H -1.630 1.944 5.397
H 3.434 0.644 -2.164
C -1.900 2.291 2.666
H -0.412 -0.948 -1.810
C -2.709 0.575 1.111
C -0.520 -2.091 4.802
O -2.610 -0.555 -1.010
C -0.714 2.607 3.566
H 1.026 -0.877 -0.761
C 1.552 0.375 -3.150
C -1.998 -0.014 -0.114
H 0.128 1.815 5.395
C 0.927 -0.070 -4.310
H -0.119 1.456 -2.372
H -0.749 3.654 3.870
H -0.180 -2.865 5.472
F 3.771 -1.107 -6.277
N -1.821 0.924 2.195
C -1.475 -1.416 2.706
C -0.437 -0.760 5.170
H 1.335 1.526 -1.359
H 4.768 -0.249 -4.050
H -0.148 -0.021 -4.386
C 3.692 -0.193 -4.108
H -3.486 -0.136 1.422
H -2.836 2.469 3.219
H 1.190 -0.914 -6.271
H -0.026 -0.494 6.134
C -1.414 -0.069 3.078
C 0.193 -0.299 -1.172
H -1.104 -3.442 3.246
H -0.250 0.610 0.695

***

6.
10
Properties=species:S:1:pos:R:3 method="wB97M-V/def2-TZVPD" homo_energy_ha=-0.11626 multiplicity=1 homo_lumo_gap_ev=7.21 charge=-1 relative_energy_kj_mol=81.4 molar_mass_g_mol=89.1
H -2.804 1.477 1.157
S -3.072 -0.198 -0.444
C 1.414 -0.259 -1.131
H 2.128 0.075 -1.906
H 0.461 -0.509 -1.432
H 2.737 -0.109 0.399
C -2.371 0.478 0.912
O -1.334 0.122 1.467
H 1.075 -0.697 0.822
C 1.766 -0.380 0.155

***

7.
23
Properties=species:S:1:pos:R:3 method="wB97M-V/def2-TZVPD" homo_energy_ha="-0.47908 / -0.47824" multiplicity=2 homo_lumo_gap_ev="9.45 / 6.44" charge=+1 relative_energy_kj_mol=35.3 molar_mass_g_mol=140.1
O 2.398 -2.065 0.515
H 2.408 -2.496 1.374
O 2.316 1.356 -0.591
H 1.622 -0.295 1.241
Li 1.220 2.190 0.706
C -2.757 -0.663 0.148
H -0.708 -0.203 -0.295
H 1.693 -0.462 -1.297
H -2.229 1.842 -0.794
H -3.861 -2.086 -0.964
H -3.598 -0.448 0.817
O -0.635 2.407 0.216
H 2.191 1.756 -1.507
H 3.471 -0.251 -1.206
H -2.173 -1.665 -1.625
C -1.504 0.128 0.389
H -2.483 2.046 0.890
C 2.501 -0.674 0.683
H -1.164 -0.033 1.425
C -2.918 -1.552 -0.834
C -1.731 1.620 0.183
C 2.519 -0.046 -0.697
H 3.423 -0.407 1.224

***

8.
18
Properties=species:S:1:pos:R:3 method="wB97M-V/def2-TZVPD" homo_energy_ha=-0.36353 multiplicity=1 homo_lumo_gap_ev=8.83 charge=0 relative_energy_kj_mol=252.7 molar_mass_g_mol=160.2
C -1.074 -0.454 0.718
H 1.396 1.429 0.402
C 2.802 -0.869 0.495
H 0.147 0.194 -2.215
C 0.802 0.691 -0.097
H -0.523 1.673 -1.417
C 1.653 -0.669 -0.054
S -3.556 -0.920 0.539
O -4.891 -0.254 0.536
C 0.398 1.077 -1.555
H 3.439 -0.098 0.875
O -0.963 -1.574 0.238
H 1.271 1.680 -2.001
H 1.071 -1.553 -0.449
H 3.172 -1.932 0.577
C -2.357 0.034 1.156
H -2.490 0.971 1.471
O -0.297 0.575 0.783

***

9.
44
Properties=species:S:1:pos:R:3 method="wB97M-V/def2-TZVPD" homo_energy_ha="-0.55830 / -0.55818" multiplicity=1 homo_lumo_gap_ev="6.49 / 6.57" charge=+2 relative_energy_kj_mol=0.0 molar_mass_g_mol=457.7
C -3.108 0.842 0.574
H -4.235 1.077 2.400
C 5.828 -0.322 0.524
O 2.052 -1.012 -0.968
H 0.444 5.684 -0.536
H -1.594 5.621 0.979
B 0.233 1.127 4.493
H -6.322 1.366 -1.352
F 0.350 -0.450 2.264
O 2.267 0.711 0.564
O -1.795 0.500 -1.275
C -4.238 1.070 1.320
C 2.024 3.446 -0.843
F -1.033 0.958 4.751
V 0.380 0.891 1.169
H 1.870 2.620 -1.539
F 1.203 0.668 5.216
C 3.395 -0.895 -0.573
H 4.850 1.234 1.685
H 4.341 -2.440 -1.730
C 5.687 -1.337 -0.421
C -4.235 0.967 -1.553
H -1.622 3.065 1.993
F 0.544 1.835 3.376
N 0.157 2.840 0.766
O -1.792 0.551 1.053
C -5.396 1.270 0.573
C -3.095 0.782 -0.809
H -6.326 1.457 1.092
H 2.270 4.328 -1.430
C 3.554 0.112 0.366
B 1.433 -0.074 -0.264
B -1.107 0.383 -0.140
C 4.749 0.450 0.949
H 2.869 3.213 -0.197
C -0.941 3.528 1.301
H 6.561 -1.901 -0.714
H 6.803 -0.129 0.948
C -0.938 4.785 0.816
H -4.233 0.908 -2.631
C -5.392 1.218 -0.820
C 4.460 -1.653 -0.999
C 0.799 3.700 -0.042
N 0.158 4.865 -0.018

***

10.
11
Properties=species:S:1:pos:R:3 method="wB97M-V/def2-TZVPD" homo_energy_ha=-0.54929 multiplicity=1 homo_lumo_gap_ev=6.57 charge=+2 relative_energy_kj_mol=67.7 molar_mass_g_mol=366.9
O -11.676 -15.331 -4.649
H -12.261 -17.416 -8.314
Br -14.310 -18.906 -8.112
H -12.177 -15.985 -5.148
Ca -10.455 -13.657 -5.460
O -9.220 -14.248 -3.651
H -8.288 -14.408 -3.800
Br -13.732 -15.836 -7.189
Br -13.760 -16.710 -10.312
Ca -10.790 -15.532 -2.699
C -13.317 -17.281 -8.485

***

11.
13
Properties=species:S:1:pos:R:3 method="wB97M-V/def2-TZVPD" homo_energy_ha=-0.31856 multiplicity=1 homo_lumo_gap_ev=9.47 charge=0 relative_energy_kj_mol=51.4 smiles="C=C(Cl)CSC" molar_mass_g_mol=122.6
Cl -1.844 -0.938 -0.386
H 0.464 1.483 -1.623
H -0.729 2.253 0.910
H 1.837 -1.633 1.344
H 0.179 -1.107 0.926
C 0.272 0.528 -1.101
H 1.176 -2.242 -0.216
C 1.203 -1.408 0.535
S 1.798 0.145 -0.245
H 0.109 -0.181 -1.858
C -1.335 1.407 0.660
C -0.950 0.486 -0.226
H -2.181 1.207 1.280

***

Number 1: E_tot -78742.7532 eV. Number 2: E_tot -17580.8771 eV. Number 3: E_tot -105096.5547 eV. Number 4: E_tot -52498.1910 eV. Number 5: E_tot -27790.1141 eV. Number 6: E_tot -16074.8897 eV. Number 7: E_tot -12772.2872 eV. Number 8: E_tot -23326.2777 eV. Number 9: E_tot -66568.6209 eV. Number 10: E_tot -252172.9782 eV. Number 11: E_tot -27618.1766 eV.